1.
The following is a DFT calculation (ωB97M-V/def2-TZVPD) of a molecular structure, C54H65CsN5O10PS3 in a non-equilibrium geometry.

2S+1 = 1
HOMO level = -2.23 eV
HOMO-LUMO gap = 5.59 eV
total energy = -127323.8204 eV
total charge = -2
E_LUMO = 3.363 eV
energy relative to the best compared isomer or geometry (same formula, charge and spin) = 18.3 kcal per mole
max |F| = 1.375 eV Å⁻¹

Each line ends with the Mulliken charge.
Positions of all 139 atoms, in Å:
Cs  -0.141  -0.491  -0.885  0.3708
C  3.223  5.330  -0.753  -0.7240
C  2.188  4.604  -0.180  -0.4368
C  2.251  3.220  -0.146  0.6258
C  3.342  2.557  -0.688  -0.3308
C  4.386  3.281  -1.258  -0.5523
C  4.321  4.664  -1.288  -0.4709
N  3.305  1.130  -0.590  0.3530
N  4.162  0.552  -1.268  -0.1862
C  4.152  -0.887  -1.202  -1.1711
C  5.366  -1.443  -1.622  -0.3773
C  5.529  -2.818  -1.611  -0.8324
C  4.453  -3.608  -1.207  -0.4053
C  3.253  -3.011  -0.827  -1.0283
C  3.026  -1.621  -0.800  2.4518
H  3.178  6.413  -0.780  0.3598
H  1.330  5.111  0.243  0.4072
H  1.453  2.637  0.295  0.2681
H  5.227  2.744  -1.674  0.3970
H  5.133  5.231  -1.731  0.3514
H  6.168  -0.785  -1.946  0.3801
H  6.467  -3.268  -1.918  0.3219
H  4.553  -4.691  -1.200  0.3500
H  2.439  -3.678  -0.533  0.0784
O  -6.674  3.357  0.645  -0.7577
C  -5.711  4.075  0.311  0.4167
O  -5.631  5.320  0.242  -0.7768
C  -4.408  3.313  -0.040  -0.0457
C  -3.220  3.998  -0.281  -0.8204
C  -2.072  3.278  -0.554  -0.3262
N  -2.036  1.944  -0.626  1.2176
C  -3.177  1.283  -0.401  1.6977
C  -4.370  1.927  -0.092  -0.5563
C  -3.053  -0.239  -0.452  -1.3708
O  -3.146  -0.836  0.647  -0.6835
O  -2.749  -0.741  -1.558  -0.5845
H  -3.224  5.079  -0.237  0.2722
H  -1.122  3.781  -0.725  0.3444
H  -5.273  1.368  0.117  0.4634
C  -3.601  2.889  3.508  -1.1639
C  -3.310  1.412  3.276  -0.2935
C  -1.884  1.141  2.815  0.3138
N  -0.918  1.219  3.912  1.8268
C  0.013  2.140  4.105  -0.3256
S  0.366  3.424  3.116  -0.4000
N  0.792  1.957  5.269  0.1786
C  0.510  1.420  6.505  0.3304
O  1.415  1.115  7.260  -0.6977
C  -0.918  1.345  6.947  -0.0071
C  -1.264  0.376  7.883  -0.6507
C  -2.568  0.290  8.341  -0.6128
C  -3.525  1.186  7.880  -0.4510
C  -3.174  2.177  6.975  -0.6400
C  -1.869  2.259  6.512  0.1146
H  -4.628  3.040  3.847  0.3684
H  -3.480  3.449  2.580  0.0939
H  -2.924  3.328  4.244  0.0732
H  -3.968  1.025  2.496  0.4947
H  -3.510  0.821  4.179  0.4542
H  -1.588  1.842  2.035  -0.4005
H  -1.829  0.136  2.404  -0.9076
H  -0.950  0.443  4.561  -0.4550
H  1.737  2.297  5.170  0.2891
H  -0.497  -0.299  8.237  0.5616
H  -2.841  -0.477  9.055  0.4126
H  -4.548  1.113  8.229  0.4066
H  -3.914  2.879  6.614  0.4038
H  -1.594  3.035  5.810  0.6216
O  0.294  -2.806  0.784  -0.4872
S  0.814  -1.962  1.898  1.2214
C  2.278  -2.744  2.553  -0.1162
C  3.471  -2.064  2.361  -0.2092
C  4.661  -2.671  2.741  -0.4887
C  4.644  -3.942  3.292  -0.4564
C  3.441  -4.622  3.466  -0.7665
C  2.251  -4.024  3.092  -0.4355
C  -0.312  -2.224  3.274  0.0592
C  0.086  -2.061  4.598  -0.8021
C  -0.869  -2.104  5.603  -0.5561
C  -2.213  -2.280  5.283  -0.5784
C  -2.597  -2.436  3.959  -0.5902
C  -1.647  -2.418  2.944  -0.5884
H  3.460  -1.098  1.872  0.3171
H  5.600  -2.158  2.576  0.4072
H  5.575  -4.419  3.575  0.3525
H  3.437  -5.620  3.886  0.3836
H  1.306  -4.542  3.206  0.4671
H  1.129  -1.904  4.842  0.5103
H  -0.568  -1.993  6.636  0.5355
H  -2.957  -2.282  6.070  0.3892
H  -3.641  -2.540  3.694  0.4484
H  -1.959  -2.484  1.907  0.5079
C  -3.303  3.052  -3.958  -0.8021
C  -2.236  3.141  -5.048  -0.4738
C  -0.832  3.386  -4.499  -1.1439
S  -0.254  1.961  -3.540  1.2344
O  0.988  2.373  -2.819  -0.6521
C  0.282  0.884  -4.928  -0.1848
C  1.794  0.869  -5.108  0.4957
C  2.364  2.164  -5.674  -1.5475
H  -4.289  2.887  -4.394  0.4392
H  -3.345  3.971  -3.373  0.2681
H  -3.105  2.234  -3.263  -0.0248
H  -2.475  3.952  -5.741  0.4231
H  -2.241  2.224  -5.648  0.1813
H  -0.835  4.199  -3.770  0.5761
H  -0.098  3.612  -5.275  0.4871
H  -0.243  1.198  -5.835  0.5484
H  -0.074  -0.111  -4.657  -1.0025
H  2.035  0.025  -5.761  0.4340
H  2.259  0.656  -4.144  -0.1527
H  1.877  2.435  -6.617  0.3381
H  3.433  2.059  -5.868  0.4099
H  2.234  2.979  -4.962  0.2425
C  -1.000  -2.253  -6.870  -0.8606
C  -1.754  -2.694  -5.630  -0.2545
O  -0.935  -3.503  -4.787  -0.3999
P  -0.119  -2.692  -3.592  -0.6525
O  0.131  -3.953  -2.610  -0.4289
C  -0.937  -4.249  -1.683  0.6418
C  -1.668  -5.503  -2.112  -1.5396
O  1.365  -2.521  -4.193  0.7656
C  2.293  -3.599  -4.381  -0.0587
C  3.521  -3.029  -5.050  -1.2797
H  -1.647  -1.658  -7.519  0.3890
H  -0.646  -3.121  -7.429  0.3226
H  -0.133  -1.649  -6.597  0.0194
H  -2.621  -3.300  -5.899  0.3620
H  -2.120  -1.826  -5.070  0.1572
H  -1.626  -3.397  -1.620  0.2875
H  -0.472  -4.361  -0.706  -0.0941
H  -2.122  -5.367  -3.093  0.2748
H  -2.452  -5.740  -1.390  0.4082
H  -0.977  -6.347  -2.166  0.3375
H  1.821  -4.381  -4.984  0.3577
H  2.548  -4.007  -3.405  0.1223
H  3.277  -2.613  -6.030  0.3286
H  4.274  -3.810  -5.176  0.3982
H  3.947  -2.243  -4.425  0.1492

---

2.
The following is a DFT calculation (ωB97M-V/def2-TZVPD) of a molecular structure, C54H71BF5N13OPSSb2TeV in a non-equilibrium geometry.

2S+1 = 3
HOMO level (spin up / spin down) = -11.15 / -11.16 eV
HOMO-LUMO gap (spin up / spin down) = 5.15 / 5.11 eV
total energy = -159000.7762 eV
total charge = +2
E_LUMO (spin up / spin down) = -5.998 / -6.050 eV
max |F| = 4.063 eV Å⁻¹

Each line ends with the Löwdin spin population.
Positions of all 151 atoms, in Å:
V  1.086  0.325  -0.004  2.3505
C  3.041  -3.792  -2.478  -0.0002
C  2.811  -3.147  -1.151  -0.0003
C  2.624  -3.820  0.082  -0.0004
C  2.600  -2.827  1.018  -0.0013
N  2.743  -1.623  0.381  -0.0048
N  2.875  -1.843  -0.966  0.0037
B  3.523  -0.420  1.105  -0.0039
N  3.751  0.655  0.025  0.0077
C  4.864  1.257  -0.425  0.0140
C  4.615  1.737  -1.690  0.0030
C  3.281  1.403  -1.958  0.0160
C  2.520  1.598  -3.217  0.0024
N  2.765  0.793  -0.886  -0.0024
N  2.561  0.178  2.164  -0.0860
C  2.522  -0.204  3.490  0.0139
C  1.698  0.371  4.382  -0.0509
C  1.022  1.985  2.555  -0.0183
C  -0.389  2.438  2.147  0.0058
N  1.535  0.922  1.643  -0.2763
N  4.825  -0.999  1.640  -0.0017
C  6.011  -1.171  0.992  0.0003
C  6.789  -2.023  1.726  -0.0006
C  5.991  -2.376  2.834  -0.0001
C  6.285  -3.337  3.936  0.0000
N  4.821  -1.770  2.761  -0.0005
H  3.927  -4.424  -2.406  0.0000
H  3.223  -3.048  -3.252  0.0000
H  2.211  -4.441  -2.759  0.0000
H  2.572  -4.883  0.245  0.0000
H  2.593  -2.894  2.091  -0.0002
H  5.749  1.345  0.182  0.0008
H  5.306  2.236  -2.347  0.0001
H  2.995  1.033  -4.020  0.0008
H  2.495  2.642  -3.525  0.0006
H  1.507  1.240  -3.094  0.0001
H  3.238  -0.967  3.744  0.0018
H  1.675  0.020  5.404  -0.0032
H  -0.970  2.696  3.020  0.0000
H  -0.917  1.636  1.634  0.0040
H  -0.355  3.312  1.505  0.0007
H  6.222  -0.703  0.047  0.0002
H  7.793  -2.345  1.510  0.0000
H  7.357  -3.427  4.097  0.0000
H  5.901  -4.323  3.667  0.0000
H  5.799  -3.022  4.857  0.0000
C  -3.630  -3.029  1.017  0.0056
C  -2.405  -3.945  1.229  -0.0020
C  -1.055  -3.435  0.695  -0.0082
Sb  -0.544  -1.464  1.453  -0.0160
C  1.009  1.573  4.026  -0.0059
C  2.028  3.117  2.554  -0.0238
C  1.808  4.308  3.139  -0.0028
C  0.723  4.641  4.014  -0.0120
C  0.107  3.758  4.845  0.0020
C  0.451  2.379  4.972  -0.0234
C  -0.857  -2.241  3.471  -0.0027
C  0.278  -2.727  4.109  -0.0001
C  0.169  -3.430  5.300  0.0000
C  -1.077  -3.656  5.863  0.0000
C  -2.212  -3.162  5.238  -0.0003
C  -2.104  -2.458  4.047  -0.0006
Sb  -3.141  -0.967  0.401  0.0216
C  -3.660  0.592  1.780  0.0000
C  -3.229  0.647  3.101  0.0002
C  -3.539  1.746  3.888  0.0000
C  -4.235  2.817  3.348  0.0004
C  -4.610  2.793  2.012  -0.0001
C  -4.331  1.682  1.230  0.0005
C  -4.937  -0.728  -0.775  0.0035
C  -5.042  -0.231  -2.060  0.0001
C  -6.299  -0.133  -2.648  0.0000
C  -7.431  -0.512  -1.944  -0.0001
C  -7.316  -0.975  -0.639  0.0004
C  -6.067  -1.087  -0.052  0.0013
H  -4.260  -3.012  1.905  0.0006
H  -4.252  -3.407  0.203  0.0000
H  -2.594  -4.904  0.738  -0.0004
H  -2.294  -4.167  2.288  -0.0001
H  -1.079  -3.334  -0.389  0.0001
H  -0.260  -4.130  0.963  -0.0002
H  2.975  2.910  2.061  -0.0006
H  2.537  5.097  2.980  -0.0012
H  0.505  5.696  4.130  -0.0006
H  -0.586  4.153  5.579  0.0002
H  0.342  1.958  5.967  -0.0008
H  1.261  -2.560  3.691  0.0003
H  1.063  -3.806  5.781  0.0000
H  -1.164  -4.212  6.786  0.0000
H  -3.190  -3.336  5.668  0.0000
H  -3.009  -2.094  3.580  0.0000
H  -2.649  -0.152  3.546  0.0000
H  -3.229  1.767  4.925  0.0000
H  -4.478  3.673  3.964  0.0000
H  -5.123  3.640  1.578  0.0000
H  -4.628  1.671  0.189  0.0000
H  -4.172  0.139  -2.588  0.0000
H  -6.388  0.258  -3.653  0.0000
H  -8.408  -0.428  -2.401  0.0000
H  -8.197  -1.245  -0.073  0.0000
H  -5.981  -1.433  0.972  0.0003
C  -1.219  6.650  -2.458  0.0000
C  -0.012  6.140  -1.689  0.0003
N  -0.174  4.699  -1.473  0.0047
C  0.636  3.786  -1.006  0.0117
S  -0.075  2.185  -0.844  0.0362
N  1.870  3.971  -0.568  0.0026
C  2.707  5.172  -0.630  0.0005
C  3.460  5.292  -1.950  0.0001
H  -1.094  7.709  -2.675  0.0000
H  -2.131  6.527  -1.873  0.0000
H  -1.329  6.114  -3.400  0.0000
H  0.051  6.643  -0.721  0.0002
H  0.898  6.344  -2.255  0.0002
H  -1.080  4.347  -1.783  -0.0001
H  2.318  3.134  -0.226  0.0005
H  3.413  5.095  0.196  0.0001
H  2.092  6.051  -0.464  0.0001
H  4.155  4.465  -2.070  0.0000
H  4.026  6.222  -1.969  0.0000
H  2.769  5.289  -2.794  0.0000
F  -3.091  1.774  -4.004  0.0012
Te  -1.309  1.726  -3.129  0.0049
F  -0.272  3.287  -3.690  0.0014
F  -2.278  3.205  -2.324  0.0010
F  -0.990  1.437  -5.197  0.0013
F  -2.539  0.706  -1.584  0.0025
O  -0.254  -1.229  -1.593  0.0171
C  -1.427  -2.259  -5.846  0.0000
N  -2.485  -2.614  -4.781  0.0001
C  -2.347  -4.086  -4.456  0.0000
N  -1.022  -4.376  -4.033  0.0001
C  -0.044  -4.016  -5.058  0.0000
N  -0.125  -2.603  -5.393  0.0001
C  0.403  -1.717  -4.351  0.0002
P  -0.614  -1.962  -2.852  0.0017
C  -2.335  -1.789  -3.552  0.0004
C  -0.688  -3.805  -2.725  0.0002
H  -1.506  -1.192  -6.065  0.0000
H  -1.683  -2.841  -6.733  0.0000
H  -3.406  -2.423  -5.187  0.0000
H  -2.592  -4.656  -5.353  0.0000
H  -3.061  -4.335  -3.670  0.0000
H  -0.239  -4.608  -5.953  0.0000
H  0.955  -4.253  -4.697  0.0000
H  0.354  -0.682  -4.694  0.0000
H  1.446  -1.955  -4.139  0.0000
H  -2.551  -0.770  -3.813  0.0001
H  -3.067  -2.089  -2.799  0.0001
H  -1.456  -4.100  -2.005  0.0000
H  0.259  -4.223  -2.382  0.0000

---

3.
The following is a DFT calculation (ωB97M-V/def2-TZVPD) of a molecular structure, C54H71N7Sc.

2S+1 = 1
HOMO level = -8.89 eV
HOMO-LUMO gap = 5.77 eV
total energy = -88286.1279 eV
total charge = +1
E_LUMO = -3.120 eV
energy relative to the best compared isomer or geometry (same formula, charge and spin) = 0.0 kcal per mole
max |F| = 0.953 eV Å⁻¹

Each line ends with the Mulliken charge.
Positions of all 133 atoms, in Å:
Sc  1.160  0.046  0.385  -0.4626
C  -0.337  6.134  -0.682  -0.4837
C  0.954  5.573  -1.274  -1.3234
C  1.441  4.360  -0.544  0.6730
C  2.306  4.312  0.504  0.7208
C  3.063  5.442  1.128  -1.4130
C  4.473  5.588  0.557  -1.2023
C  2.468  2.915  0.840  0.1379
N  1.690  2.133  0.023  -0.0444
C  1.062  2.995  -0.830  0.2169
C  0.149  2.624  -1.807  -0.7431
C  -0.182  1.333  -2.173  -0.2164
C  -1.100  0.989  -3.247  0.6551
C  -1.861  2.055  -3.983  0.2194
C  -2.943  1.612  -4.956  -1.7664
C  -1.057  -0.366  -3.366  0.3077
C  -0.110  -0.835  -2.366  0.2587
C  0.324  -2.139  -2.240  -0.8731
C  1.284  -2.606  -1.350  -0.0683
N  1.880  -1.863  -0.371  -0.2348
C  2.720  -2.721  0.294  -0.0362
C  3.558  -2.352  1.331  -0.5720
C  3.778  -1.064  1.794  -0.1031
N  3.144  0.050  1.320  -0.4455
C  3.674  1.102  2.010  0.3315
C  3.335  2.432  1.802  -0.8634
C  4.666  0.643  2.956  0.5962
C  4.727  -0.710  2.825  0.9127
C  5.652  -1.658  3.521  -1.2819
C  6.886  -1.995  2.685  -1.0499
C  5.449  1.523  3.879  -1.2082
C  4.690  1.867  5.160  -1.1712
C  2.627  -4.050  -0.264  0.9713
C  1.741  -3.974  -1.294  1.2038
C  1.279  -5.067  -2.207  -1.5339
C  -0.063  -5.669  -1.791  -0.5635
C  3.444  -5.229  0.163  -1.4722
C  4.843  -5.226  -0.451  -1.1693
N  0.366  0.209  -1.625  0.2233
C  -1.808  -1.316  -4.252  -1.6976
C  -2.972  -1.983  -3.518  -0.2446
H  -0.700  6.993  -1.246  0.4987
H  -0.186  6.446  0.354  0.2960
H  -1.123  5.375  -0.684  -0.3415
H  1.734  6.337  -1.264  0.4360
H  0.801  5.338  -2.330  0.5119
H  3.116  5.305  2.212  0.4467
H  2.504  6.368  0.980  0.4598
H  5.044  4.666  0.672  0.2832
H  5.023  6.387  1.054  0.4137
H  4.439  5.816  -0.510  0.3277
H  -0.317  3.425  -2.366  0.3024
H  -1.143  2.695  -4.508  0.3893
H  -2.311  2.710  -3.229  -0.0350
H  -2.533  1.119  -5.836  0.4242
H  -3.504  2.478  -5.307  0.4782
H  -3.652  0.928  -4.486  0.2668
H  -0.090  -2.867  -2.925  0.3562
H  4.143  -3.141  1.786  0.5066
H  3.856  3.168  2.401  0.4696
H  5.119  -2.576  3.787  0.4197
H  5.961  -1.220  4.472  0.4588
H  6.607  -2.435  1.726  0.1838
H  7.537  -2.700  3.202  0.4058
H  7.464  -1.095  2.473  0.3200
H  5.730  2.442  3.358  0.4471
H  6.395  1.036  4.125  0.4465
H  3.752  2.377  4.931  0.2641
H  5.275  2.517  5.809  0.4069
H  4.444  0.963  5.718  0.3221
H  2.041  -5.847  -2.259  0.4405
H  1.199  -4.676  -3.225  0.5133
H  -0.008  -6.092  -0.786  0.2635
H  -0.374  -6.459  -2.474  0.5465
H  -0.845  -4.905  -1.785  -0.1578
H  2.919  -6.145  -0.119  0.4915
H  3.513  -5.260  1.253  0.4563
H  4.789  -5.270  -1.540  0.3273
H  5.430  -6.076  -0.106  0.4143
H  5.386  -4.315  -0.194  0.2308
H  -1.121  -2.083  -4.618  0.4666
H  -2.170  -0.810  -5.143  0.3813
H  -2.621  -2.501  -2.623  -0.3602
H  -3.484  -2.709  -4.151  0.5534
H  -3.703  -1.238  -3.195  0.2047
C  -4.933  4.442  1.275  -1.7548
C  -4.614  3.482  0.122  2.1878
C  -5.823  2.577  -0.111  -2.0158
C  -4.352  4.303  -1.147  -1.2326
C  -3.355  2.679  0.445  0.4146
C  -2.231  3.294  0.989  -0.9670
C  -1.079  2.563  1.194  -0.8405
N  -0.993  1.251  0.965  0.7198
C  -2.090  0.633  0.514  0.3800
C  -3.257  1.314  0.202  -0.8602
C  -2.015  -0.861  0.473  -0.4891
C  -3.146  -1.651  0.326  -0.4226
C  -3.061  -3.032  0.447  0.3526
C  -1.805  -3.552  0.751  -0.9542
C  -0.719  -2.708  0.849  -1.4230
N  -0.806  -1.383  0.695  1.0829
C  -4.266  -3.955  0.300  1.9317
C  -5.524  -3.193  -0.108  -1.9992
C  -3.961  -5.014  -0.767  -1.4661
C  -4.513  -4.651  1.645  -1.7405
H  -5.879  4.948  1.077  0.4546
H  -4.175  5.217  1.386  0.3330
H  -5.024  3.918  2.228  0.4108
H  -6.708  3.189  -0.284  0.4569
H  -6.021  1.939  0.752  0.4243
H  -5.700  1.942  -0.990  0.3372
H  -5.215  4.937  -1.356  0.4786
H  -4.189  3.659  -2.013  0.1858
H  -3.481  4.950  -1.030  0.1680
H  -2.229  4.346  1.236  0.3445
H  -0.180  3.053  1.551  0.6175
H  -4.095  0.775  -0.205  0.3176
H  -4.099  -1.182  0.147  0.5198
H  -1.654  -4.612  0.898  0.6811
H  0.268  -3.104  1.052  0.6026
H  -5.397  -2.680  -1.065  0.3021
H  -5.822  -2.457  0.640  0.4100
H  -6.352  -3.893  -0.220  0.4332
H  -3.809  -4.565  -1.750  0.1861
H  -4.797  -5.711  -0.841  0.5007
H  -3.072  -5.595  -0.519  0.3463
H  -4.682  -3.925  2.442  0.4080
H  -3.670  -5.281  1.932  0.3071
H  -5.394  -5.290  1.577  0.4652
N  0.824  -0.175  2.804  -0.4109
H  1.479  -0.820  3.236  0.2017
H  -0.122  -0.443  3.051  0.2899
H  1.003  0.738  3.215  0.2027